DFT (ωB97M-V/def2-TZVPD) results for a molecular structure, C30H27BrN2O6PtSSe.

Structure (XYZ):
```
69
C30H27BrN2O6PtSSe ωB97M-V/def2-TZVPD
Pt -0.502 -1.904 -1.359
C 1.423 2.634 1.094
C 1.456 2.103 2.529
C 2.910 2.024 3.011
C 0.686 3.108 3.398
C 0.803 0.725 2.640
C 0.527 0.185 3.911
C -0.180 -0.989 4.079
C -0.613 -1.665 2.943
S -1.661 -3.048 2.786
C -1.577 -2.900 1.060
N -0.775 -1.950 0.641
C -0.258 -1.194 1.681
C 0.441 0.001 1.520
C -2.301 -3.631 0.043
C -3.256 -4.617 0.299
C -3.912 -5.199 -0.766
C -3.599 -4.778 -2.067
C -2.654 -3.802 -2.312
C -1.961 -3.185 -1.256
H 1.891 3.621 1.064
H 0.397 2.735 0.735
H 1.949 1.995 0.388
H 3.390 3.003 2.930
H 3.480 1.311 2.412
H 2.966 1.702 4.054
H 1.154 4.094 3.327
H 0.674 2.819 4.450
H -0.347 3.195 3.058
H 0.838 0.729 4.795
H -0.423 -1.348 5.071
H 0.649 0.326 0.512
H -3.488 -4.918 1.317
H -4.665 -5.960 -0.603
H -4.129 -5.227 -2.901
H -2.433 -3.469 -3.318
O -2.707 -0.532 -2.913
Se -1.347 -0.401 -3.801
O -1.716 -0.476 -5.382
O -0.415 -1.817 -3.381
O -0.433 0.874 -3.349
N -2.199 0.988 -0.350
C -2.842 2.114 -0.821
C -4.227 2.259 -0.694
C -4.855 3.431 -1.079
C -4.129 4.491 -1.607
C -2.755 4.337 -1.763
C -2.117 3.171 -1.383
H -2.735 0.135 -0.442
H -1.298 0.809 -0.777
H -4.809 1.432 -0.302
H -5.933 3.508 -0.976
H -4.625 5.403 -1.917
H -2.170 5.131 -2.214
H -1.059 3.032 -1.574
Br 8.200 0.253 -1.259
C 6.403 -0.395 -1.220
C 6.102 -1.588 -1.855
C 4.798 -2.058 -1.806
C 3.800 -1.336 -1.161
C 4.133 -0.139 -0.544
C 5.436 0.338 -0.555
C 2.386 -1.900 -1.112
O 2.281 -3.118 -0.982
O 1.476 -1.011 -1.205
H 6.875 -2.142 -2.371
H 4.532 -3.002 -2.264
H 3.354 0.419 -0.044
H 5.694 1.265 -0.062
```

The total energy comes out at -196285.9415 eV. The calculation puts the gap between HOMO and LUMO at 5.943 eV. The relative energy (zero: lowest compared OMol25 entry of this formula, charge and spin) comes out at 12.0 kcal/mol. The multiplicity is 1. Its total charge is -2.